No. 1
{
  "formula": "C3H16NO3S",
  "method": "the ωB97M-V functional and the def2-TZVPD basis",
  "lumo_ha": [-0.257, -0.457],
  "homo_energy_ev": [-16.81, -16.81],
  "multiplicity": 2,
  "e_above_lowest_kj_mol": 166.0,
  "orbital_gap_ev": [9.81, 4.39],
  "total_charge": 2,
  "e_tot_ev": -21818.3305,
  "elements": ["C", "C", "C", "S", "N", "H", "H", "H", "H", "H", "H", "H", "H", "H", "H", "H", "H", "O", "H", "H", "O", "H", "H", "O"],
  "coordinates": [[-0.735, 0.610, -1.192], [-1.310, -0.561, -2.024], [-1.828, -1.889, -1.361], [-0.654, -2.456, -0.192], [0.779, 0.450, -0.866], [-0.814, 1.726, -1.838], [-1.375, 0.739, -0.354], [-0.471, -0.964, -2.782], [-2.133, -0.257, -2.569], [-1.972, -2.770, -2.204], [-2.941, -1.895, -1.001], [-1.324, -2.773, 0.888], [1.297, 1.280, -1.197], [0.736, 0.537, 0.182], [1.201, -0.405, -1.266], [0.395, 1.467, 2.989], [0.682, -0.016, 2.568], [0.378, 0.838, 2.301], [2.342, 2.623, -2.881], [1.371, 3.280, -1.811], [1.693, 2.511, -2.155], [2.412, 1.802, 4.571], [1.278, 1.354, 5.458], [1.375, 1.833, 4.584]]
}

No. 2
{
  "formula": "CO4S",
  "method": "the ωB97M-V functional and the def2-TZVPD basis",
  "lumo_ha": -0.017,
  "homo_energy_ev": -11.44,
  "e_above_lowest_kj_mol": 39.9,
  "orbital_gap_ev": 10.97,
  "e_tot_ev": -20062.0869,
  "elements": ["C", "O", "O", "O", "O", "S"],
  "coordinates": [[1.329, -0.198, 0.216], [2.212, -0.169, -0.501], [-1.616, -0.893, -0.741], [0.475, -0.214, 1.041], [-2.122, 1.388, -0.136], [-1.732, 0.090, 0.288]]
}

No. 3
{
  "formula": "C26H54Br10NOP2",
  "method": "the ωB97M-V functional and the def2-TZVPD basis",
  "lumo_ha": [0.017, 0.010],
  "homo_energy_ev": [-7.17, -7.17],
  "multiplicity": 2,
  "orbital_gap_ev": [7.64, 7.44],
  "e_tot_ev": -750375.6759,
  "elements": ["C", "C", "P", "C", "C", "P", "C", "C", "C", "C", "C", "C", "C", "C", "N", "O", "C", "C", "C", "C", "H", "H", "H", "H", "H", "H", "H", "H", "H", "H", "H", "H", "H", "H", "H", "H", "H", "H", "H", "H", "H", "H", "H", "H", "H", "H", "H", "H", "H", "H", "H", "H", "H", "H", "Br", "C", "C", "Br", "H", "H", "H", "H", "Br", "C", "C", "Br", "H", "H", "H", "H", "Br", "C", "C", "Br", "H", "H", "H", "H", "Br", "C", "C", "Br", "H", "H", "H", "H", "Br", "C", "C", "Br", "H", "H", "H", "H"],
  "coordinates": [[-0.615, -4.170, 2.791], [0.559, -3.762, 1.867], [-0.114, -2.812, 0.401], [0.616, -3.559, -1.139], [0.516, -1.051, 0.577], [2.306, -0.995, 1.103], [3.350, -2.296, 0.327], [3.642, -2.250, -1.211], [3.024, 0.685, 0.841], [3.979, 0.845, -0.347], [0.217, -0.374, -0.791], [-0.334, 1.062, -0.760], [0.461, 1.876, -1.818], [-1.796, 1.051, -1.215], [-0.123, 1.763, 0.529], [-0.609, 2.957, 0.519], [-0.567, 1.044, 1.759], [0.251, 1.653, 2.931], [-2.041, 1.267, 2.105], [-0.303, -0.480, 1.752], [-0.651, -5.241, 2.963], [-0.477, -3.706, 3.767], [-1.569, -3.809, 2.421], [1.030, -4.675, 1.514], [1.254, -3.149, 2.433], [1.065, -2.777, -1.745], [1.366, -4.308, -0.909], [-0.180, -3.998, -1.726], [4.308, -2.217, 0.836], [2.972, -3.285, 0.565], [3.547, -3.237, -1.653], [4.677, -1.957, -1.362], [3.024, -1.518, -1.713], [3.596, 0.906, 1.738], [2.277, 1.469, 0.768], [4.858, 0.214, -0.263], [3.488, 0.536, -1.270], [4.282, 1.875, -0.506], [1.106, -0.458, -1.402], [-0.544, -0.973, -1.298], [0.571, 2.915, -1.519], [-0.039, 1.874, -2.779], [1.460, 1.476, -1.964], [-2.285, 2.013, -1.095], [-2.374, 0.263, -0.736], [-1.799, 0.827, -2.275], [0.393, 2.719, 2.798], [1.206, 1.136, 2.992], [-0.290, 1.447, 3.848], [-2.228, 0.666, 2.994], [-2.241, 2.291, 2.395], [-2.728, 0.911, 1.343], [-1.263, -0.994, 1.751], [0.193, -0.735, 2.683], [-4.436, 1.151, -3.854], [-3.526, 1.061, -5.569], [-3.363, -0.362, -6.030], [-1.948, -1.272, -5.047], [-2.578, 1.575, -5.449], [-4.153, 1.620, -6.259], [-3.057, -0.392, -7.073], [-4.265, -0.951, -5.899], [4.755, -2.137, 4.483], [5.221, -3.945, 3.941], [3.993, -4.767, 3.653], [3.092, -5.326, 5.285], [5.836, -4.364, 4.731], [5.817, -3.833, 3.038], [4.264, -5.689, 3.142], [3.260, -4.225, 3.062], [-3.349, 4.731, -2.709], [-4.207, 6.053, -3.849], [-5.096, 5.413, -4.881], [-4.061, 4.637, -6.335], [-3.417, 6.651, -4.291], [-4.796, 6.671, -3.175], [-5.732, 6.160, -5.351], [-5.711, 4.618, -4.471], [4.527, 3.357, 2.170], [4.147, 5.208, 1.703], [3.247, 5.299, 0.500], [4.207, 4.923, -1.151], [5.103, 5.700, 1.555], [3.654, 5.630, 2.576], [2.864, 6.311, 0.387], [2.415, 4.601, 0.545], [-3.644, -2.463, 0.762], [-4.889, -2.322, 2.253], [-5.881, -3.454, 2.265], [-7.256, -3.219, 0.909], [-5.365, -1.349, 2.179], [-4.268, -2.354, 3.147], [-6.413, -3.485, 3.213], [-5.417, -4.417, 2.078]]
}